C34H22F3IrN3O2S2 as an isolated structure at a distorted geometry. Source: the Open Molecules 2025 dataset; level of theory: ωB97M-V/def2-TZVPD.

F_max: 0.049 hartree/bohr
LUMO (spin up / spin down): -9.422 / -8.759 eV
multiplicity: 2
total charge: +2
Kohn-Sham gap (spin up / spin down): 3.22 / 4.27 eV

Last column: natural (NBO) charge in e.
Element x y z (Å)
Ir 0.381 -0.481 -1.242  1.14
N 2.473 -0.476 -1.633  -0.81
C 3.333 0.624 -1.287  0.12
C 4.637 0.366 -0.879  -0.22
C 5.517 1.405 -0.620  -0.15
C 5.086 2.718 -0.750  -0.19
C 3.786 2.978 -1.127  -0.17
C 2.880 1.945 -1.417  -0.02
C 1.505 2.295 -1.778  -0.02
C 1.316 3.510 -2.451  -0.22
C 0.076 4.091 -2.560  -0.08
C -1.029 3.461 -1.995  -0.18
C -0.879 2.218 -1.417  -0.25
C 0.354 1.549 -1.396  -0.04
H 2.784 -1.299 -1.078  0.46
H 2.616 -0.710 -2.621  0.42
H 4.970 -0.658 -0.780  0.24
H 6.532 1.196 -0.323  0.24
H 5.756 3.535 -0.537  0.24
H 3.453 4.002 -1.171  0.23
H 2.180 4.005 -2.864  0.24
H -0.026 5.064 -3.013  0.25
H -1.998 3.933 -2.019  0.24
H -1.753 1.758 -0.984  0.22
S -4.482 -0.572 -4.306  0.48
C -6.101 -0.470 -4.799  -0.34
C -6.988 -0.448 -3.732  -0.24
C -6.353 -0.512 -2.502  -0.17
C -4.960 -0.588 -2.603  -0.25
C -4.010 -0.627 -1.552  -0.05
C -2.624 -0.674 -1.805  0.09
N -1.692 -0.601 -0.878  -0.43
C -2.080 -0.551 0.456  0.20
C -3.469 -0.553 0.811  -0.08
C -3.815 -0.511 2.201  -0.15
C -2.869 -0.493 3.168  -0.16
C -1.476 -0.482 2.840  -0.04
C -0.472 -0.475 3.784  -0.12
C 0.894 -0.458 3.386  0.04
C 1.152 -0.412 1.996  0.09
N 0.213 -0.404 1.098  -0.35
C -1.113 -0.477 1.451  0.12
C 1.951 -0.469 4.323  -0.25
C 3.330 -0.473 4.097  -0.17
C 4.068 -0.470 5.269  -0.24
C 3.274 -0.464 6.410  -0.33
S 1.620 -0.465 6.064  0.51
C -4.420 -0.567 -0.185  -0.05
H -6.346 -0.433 -5.844  0.26
H -8.056 -0.392 -3.856  0.25
H -6.877 -0.506 -1.564  0.23
H -2.290 -0.744 -2.832  0.22
H -4.864 -0.499 2.456  0.24
H -3.148 -0.478 4.210  0.25
H -0.718 -0.492 4.834  0.24
H 2.170 -0.385 1.638  0.23
H 3.771 -0.488 3.117  0.23
H 5.142 -0.474 5.306  0.25
H 3.609 -0.459 7.430  0.27
H -5.463 -0.519 0.072  0.23
F 0.182 -5.223 -1.045  -0.30
C 1.345 -4.762 -0.594  0.89
F 1.570 -5.288 0.608  -0.30
F 2.307 -5.176 -1.423  -0.31
C 1.376 -3.193 -0.520  0.72
O 2.369 -2.682 -0.021  -0.68
O 0.391 -2.617 -1.023  -0.72